1.
C18H28CsN4O3S2V | ωB97M-V/def2-TZVPD

Maximum force ... 8.143 eV/A
Total charge ... +2
Energy above the lowest of the compared OMol25 structures with the same formula, charge and spin ... 2.517 eV
M ... 596.430 u
HOMO (spin up / spin down) ... -14.913 / -14.914 eV

Each line ends with the Löwdin charge.
Positions of all 57 atoms, in Å:
N  -1.971  -0.846  -0.408  -0.18
C  -2.540  -2.051  -0.398  -0.36
O  -3.702  -2.505  -0.152  -0.09
Cs  -3.454  -1.056  1.967  1.31
V  -0.424  -0.139  -0.102  0.72
N  -0.128  1.665  -0.713  -0.11
N  0.661  -1.099  -1.209  -0.14
C  -0.410  2.253  -2.063  -0.60
C  0.429  -2.318  -2.021  -0.62
C  -0.495  3.797  -2.070  -0.03
C  0.666  1.856  -3.077  -0.02
C  -1.737  1.680  -2.531  -0.05
C  0.192  -3.474  -1.074  0.00
C  1.667  -2.613  -2.843  -0.02
C  -0.753  -2.073  -2.961  -0.02
H  -1.200  4.197  -1.336  0.10
H  -0.836  4.164  -3.041  0.10
H  0.479  4.257  -1.912  0.09
H  1.617  2.331  -2.837  0.09
H  0.372  2.190  -4.079  0.11
H  0.799  0.765  -3.081  0.06
H  -1.678  0.616  -2.795  0.06
H  -2.057  2.254  -3.410  0.11
H  -2.519  1.806  -1.780  0.09
H  1.030  -3.552  -0.365  0.11
H  0.108  -4.389  -1.670  0.12
H  -0.738  -3.344  -0.512  0.06
H  2.521  -2.878  -2.211  0.10
H  1.948  -1.756  -3.462  0.10
H  1.455  -3.455  -3.505  0.11
H  -0.915  -2.991  -3.548  0.12
H  -0.521  -1.249  -3.654  0.10
H  -1.671  -1.822  -2.412  0.05
C  0.871  2.391  -0.012  -0.12
H  1.105  1.956  0.973  0.04
H  1.797  2.499  -0.618  0.12
H  0.513  3.415  0.215  0.12
C  2.032  -0.753  -0.802  -0.09
H  2.015  -0.076  0.083  0.06
H  2.595  -1.666  -0.496  0.12
H  2.588  -0.202  -1.599  0.12
O  0.669  3.638  3.817  -0.26
S  1.376  2.399  4.066  0.73
O  2.776  2.434  4.458  -0.25
N  1.139  1.268  2.759  -0.08
C  0.438  0.225  3.125  -0.68
S  0.099  -1.008  1.970  0.73
C  -0.038  0.223  4.513  -0.23
C  -0.910  -0.621  5.184  -0.04
C  -1.335  -0.299  6.478  -0.02
C  -0.827  0.862  7.148  0.01
C  0.066  1.714  6.450  0.01
C  0.419  1.383  5.136  -0.22
H  -1.212  -1.551  4.687  0.10
H  -1.998  -0.939  7.025  0.11
H  -1.089  1.057  8.177  0.12
H  0.501  2.581  6.923  0.13

***

2.
C18H28F13N3O4P2S | ωB97M-V/def2-TZVPD

Maximum force ... 5.917 eV/A
M ... 691.428 u
HOMO ... -7.529 eV

Each line ends with the natural charge from an NBO analysis.
Positions of all 69 atoms, in Å:
C  0.865  1.613  -4.999  -0.64
C  0.574  2.297  -3.524  -0.45
C  -1.057  2.524  -3.230  -0.09
O  -1.326  3.562  -2.224  -0.77
P  -1.224  2.912  -0.588  2.41
O  -0.597  1.462  -0.642  -1.06
O  -0.326  4.076  0.344  -0.79
C  0.887  3.472  0.960  -0.09
C  1.950  4.570  1.548  -0.52
C  2.342  4.386  3.132  0.68
F  1.025  4.155  3.840  -0.35
F  2.863  5.661  3.754  -0.33
C  3.254  3.069  3.478  0.59
F  3.482  3.115  4.972  -0.32
F  2.397  1.884  3.246  -0.31
C  4.738  3.022  2.801  0.60
F  5.769  2.905  3.900  -0.29
F  5.022  4.396  2.231  -0.31
C  4.943  1.999  1.558  0.46
F  3.744  1.936  0.640  -0.30
F  6.028  2.600  0.693  -0.30
S  5.464  0.262  1.927  2.21
F  4.775  0.202  3.484  -0.42
F  7.029  0.681  2.476  -0.41
F  6.066  0.149  0.290  -0.43
F  3.936  -0.292  1.281  -0.44
F  5.900  -1.385  2.118  -0.40
O  -2.883  2.691  0.009  -1.00
P  -2.753  1.153  0.889  1.04
C  -2.065  1.520  2.675  -0.99
C  -4.468  0.320  1.076  -0.75
C  -4.432  -1.024  0.081  -0.63
H  1.738  0.807  -4.914  0.22
H  1.267  2.442  -5.754  0.21
H  -0.072  1.051  -5.445  0.22
H  1.201  3.281  -3.346  0.21
H  0.980  1.516  -2.722  0.23
H  -1.625  1.507  -3.053  0.23
H  -1.484  2.946  -4.261  0.20
H  0.481  2.702  1.762  0.23
H  1.448  2.920  0.061  0.22
H  2.874  4.629  0.818  0.26
H  1.416  5.634  1.462  0.28
H  -1.955  2.680  2.856  0.24
H  -2.708  0.972  3.493  0.24
H  -1.001  0.981  2.695  0.24
H  -4.518  -0.135  2.179  0.23
H  -5.384  1.014  0.851  0.24
H  -4.916  -1.926  0.663  0.21
H  -5.032  -0.732  -0.886  0.22
H  -3.311  -1.357  -0.159  0.24
C  -0.472  -3.104  -0.443  -0.72
C  -1.455  -2.488  -1.349  0.31
N  -2.232  -2.001  -2.065  -0.36
H  -0.197  -4.113  -0.770  0.24
H  0.452  -2.518  -0.390  0.26
H  -0.860  -3.189  0.578  0.28
C  -1.297  -7.141  -0.621  -0.74
C  -1.735  -6.121  0.346  0.31
N  -2.081  -5.315  1.110  -0.36
H  -0.494  -6.770  -1.266  0.24
H  -0.921  -8.039  -0.120  0.26
H  -2.117  -7.456  -1.276  0.28
C  -4.822  -6.834  -3.407  -0.73
C  -4.303  -7.630  -2.282  0.32
N  -3.893  -8.259  -1.393  -0.36
H  -5.055  -7.462  -4.273  0.26
H  -5.740  -6.302  -3.137  0.26
H  -4.098  -6.082  -3.738  0.26

***

3.
C18H28F6IN6O4RhS | ωB97M-V/def2-TZVPD

Maximum force ... 2.868 eV/A
Total charge ... +2
M ... 768.325 u
HOMO (spin up / spin down) ... -13.813 / -13.813 eV

Each line ends with the natural charge from an NBO analysis.
Positions of all 65 atoms, in Å:
Rh  0.269  -0.044  -0.153  1.21
C  -0.216  3.786  3.143  -0.43
N  -1.063  3.667  1.971  -0.37
C  -2.020  4.743  1.840  -0.41
C  -0.858  2.685  1.108  0.67
O  0.073  1.873  1.241  -0.66
C  -1.789  2.541  -0.104  -0.15
O  -1.893  1.193  -0.504  -0.53
C  -2.974  0.437  0.021  -0.17
C  -2.491  -0.621  1.026  0.69
O  -1.378  -0.507  1.562  -0.71
N  -3.312  -1.633  1.279  -0.36
C  -2.866  -2.746  2.089  -0.42
C  -4.666  -1.685  0.774  -0.43
H  -0.829  3.766  4.044  0.22
H  0.338  4.726  3.116  0.22
H  0.485  2.956  3.163  0.24
H  -2.667  4.771  2.720  0.23
H  -2.636  4.658  0.954  0.21
H  -1.486  5.692  1.773  0.23
H  -1.322  3.066  -0.947  0.24
H  -2.782  2.954  0.088  0.21
H  -3.442  -0.057  -0.838  0.24
H  -3.715  1.085  0.503  0.22
H  -1.788  -2.679  2.218  0.23
H  -3.119  -3.683  1.595  0.22
H  -3.345  -2.735  3.068  0.22
H  -4.679  -1.878  -0.301  0.22
H  -5.192  -0.751  0.976  0.22
H  -5.201  -2.493  1.265  0.24
I  5.183  0.625  3.873  0.27
C  3.410  0.059  2.927  -0.29
C  2.206  -0.288  3.529  -0.01
N  1.355  -0.566  2.541  -0.31
N  1.925  -0.417  1.343  -0.26
C  3.175  -0.033  1.548  -0.03
H  1.945  -0.343  4.567  0.26
H  0.367  -0.806  2.593  0.46
H  3.876  0.145  0.755  0.24
S  1.538  1.494  -1.595  0.03
C  3.066  0.961  -2.135  0.34
N  3.636  -0.213  -1.886  -0.56
C  4.830  -0.401  -2.705  -0.23
C  5.082  1.018  -3.252  -0.23
N  3.853  1.706  -2.897  -0.54
H  3.165  -0.984  -1.440  0.45
H  4.621  -1.118  -3.504  0.23
H  5.653  -0.780  -2.099  0.23
H  5.233  1.036  -4.332  0.24
H  5.942  1.499  -2.776  0.22
H  3.658  2.657  -3.160  0.44
C  -1.071  -4.051  -1.694  -0.63
C  -0.536  -2.614  -1.768  0.09
O  -0.520  -1.991  -0.571  -0.70
C  0.907  -2.624  -2.352  0.96
F  1.808  -2.699  -1.350  -0.34
F  1.163  -3.607  -3.197  -0.29
F  1.209  -1.464  -2.973  -0.34
C  -1.418  -1.756  -2.721  0.95
F  -1.059  -0.455  -2.611  -0.34
F  -1.352  -2.089  -3.997  -0.29
F  -2.699  -1.811  -2.340  -0.33
H  -0.452  -4.628  -1.012  0.24
H  -1.051  -4.508  -2.681  0.25
H  -2.088  -4.041  -1.315  0.23

***

4.
C18H28HgNO17S3 | ωB97M-V/def2-TZVPD

Maximum force ... 2.541 eV/A
Total charge ... +1
Energy above the lowest of the compared OMol25 structures with the same formula, charge and spin ... 0.000 eV
M ... 827.203 u
HOMO ... -11.338 eV

Each line ends with the natural charge from an NBO analysis.
Positions of all 68 atoms, in Å:
Hg  -3.623  -0.076  2.671  1.41
C  -0.672  1.353  0.115  -0.65
C  -0.803  0.111  0.996  -0.08
O  -1.594  0.270  2.145  -0.78
H  -0.383  2.234  0.681  0.23
H  -1.533  1.482  -0.544  0.22
H  0.132  1.113  -0.590  0.24
H  0.212  -0.178  1.304  0.20
H  -1.182  -0.682  0.338  0.17
C  -0.312  2.648  -3.819  -0.11
C  0.606  3.649  -4.510  -0.10
O  1.844  2.982  -4.724  -0.69
S  1.991  1.668  -3.839  2.56
O  3.097  1.796  -2.975  -0.89
O  1.832  0.544  -4.683  -0.91
O  0.659  1.937  -2.992  -0.72
H  -0.916  1.909  -4.333  0.21
H  -0.830  3.137  -2.997  0.22
H  0.743  4.520  -3.868  0.20
H  0.221  4.080  -5.433  0.22
C  1.166  -0.539  4.451  -0.12
C  1.462  -1.780  5.341  -0.09
O  2.546  -1.389  6.165  -0.69
S  3.030  0.111  5.888  2.55
O  4.026  0.128  4.882  -0.90
O  3.206  0.774  7.119  -0.87
O  1.613  0.548  5.253  -0.69
H  0.083  -0.514  4.357  0.20
H  1.711  -0.511  3.509  0.21
H  1.742  -2.610  4.693  0.20
H  0.608  -2.059  5.954  0.19
C  -4.887  -0.906  -4.862  -0.11
C  -3.408  -1.214  -5.111  -0.10
O  -2.684  -0.272  -4.322  -0.69
S  -3.564  0.354  -3.163  2.57
O  -3.254  1.696  -2.881  -0.88
O  -3.639  -0.526  -2.045  -0.95
O  -4.903  0.251  -4.030  -0.68
H  -5.357  -1.736  -4.333  0.20
H  -5.470  -0.688  -5.751  0.23
H  -3.049  -1.139  -6.135  0.22
H  -3.177  -2.246  -4.842  0.20
C  2.482  1.797  1.991  -0.21
C  3.221  1.031  1.095  -0.24
C  4.586  1.221  0.987  -0.13
C  5.192  2.142  1.835  0.04
C  4.471  2.891  2.748  -0.18
C  3.122  2.621  2.894  -0.20
N  6.636  2.362  1.710  0.52
O  7.303  2.399  2.723  -0.35
O  7.063  2.479  0.573  -0.37
H  1.450  1.523  2.183  0.19
H  2.699  0.398  0.387  0.21
H  5.209  0.747  0.241  0.24
H  5.043  3.542  3.396  0.24
H  2.573  3.080  3.706  0.23
O  -3.759  -1.682  1.056  -0.74
C  -3.671  -2.759  0.504  0.87
O  -4.447  -3.789  0.837  -0.46
C  -3.994  -5.027  0.277  -0.07
C  -2.544  -4.745  -0.241  -0.43
C  -2.644  -3.262  -0.443  -0.55
H  -4.653  -5.430  -0.491  0.20
H  -3.921  -5.790  1.047  0.21
H  -2.109  -5.354  -1.023  0.25
H  -1.994  -4.969  0.677  0.21
H  -2.905  -2.924  -1.453  0.28
H  -1.700  -2.733  -0.294  0.25

***

> Among the records above, which one has the highest M?

C18H28HgNO17S3

***

Repeat the second record exactly.
C18H28F13N3O4P2S | ωB97M-V/def2-TZVPD

Maximum force ... 5.917 eV/A
M ... 691.428 u
HOMO ... -7.529 eV

Each line ends with the natural charge from an NBO analysis.
Positions of all 69 atoms, in Å:
C  0.865  1.613  -4.999  -0.64
C  0.574  2.297  -3.524  -0.45
C  -1.057  2.524  -3.230  -0.09
O  -1.326  3.562  -2.224  -0.77
P  -1.224  2.912  -0.588  2.41
O  -0.597  1.462  -0.642  -1.06
O  -0.326  4.076  0.344  -0.79
C  0.887  3.472  0.960  -0.09
C  1.950  4.570  1.548  -0.52
C  2.342  4.386  3.132  0.68
F  1.025  4.155  3.840  -0.35
F  2.863  5.661  3.754  -0.33
C  3.254  3.069  3.478  0.59
F  3.482  3.115  4.972  -0.32
F  2.397  1.884  3.246  -0.31
C  4.738  3.022  2.801  0.60
F  5.769  2.905  3.900  -0.29
F  5.022  4.396  2.231  -0.31
C  4.943  1.999  1.558  0.46
F  3.744  1.936  0.640  -0.30
F  6.028  2.600  0.693  -0.30
S  5.464  0.262  1.927  2.21
F  4.775  0.202  3.484  -0.42
F  7.029  0.681  2.476  -0.41
F  6.066  0.149  0.290  -0.43
F  3.936  -0.292  1.281  -0.44
F  5.900  -1.385  2.118  -0.40
O  -2.883  2.691  0.009  -1.00
P  -2.753  1.153  0.889  1.04
C  -2.065  1.520  2.675  -0.99
C  -4.468  0.320  1.076  -0.75
C  -4.432  -1.024  0.081  -0.63
H  1.738  0.807  -4.914  0.22
H  1.267  2.442  -5.754  0.21
H  -0.072  1.051  -5.445  0.22
H  1.201  3.281  -3.346  0.21
H  0.980  1.516  -2.722  0.23
H  -1.625  1.507  -3.053  0.23
H  -1.484  2.946  -4.261  0.20
H  0.481  2.702  1.762  0.23
H  1.448  2.920  0.061  0.22
H  2.874  4.629  0.818  0.26
H  1.416  5.634  1.462  0.28
H  -1.955  2.680  2.856  0.24
H  -2.708  0.972  3.493  0.24
H  -1.001  0.981  2.695  0.24
H  -4.518  -0.135  2.179  0.23
H  -5.384  1.014  0.851  0.24
H  -4.916  -1.926  0.663  0.21
H  -5.032  -0.732  -0.886  0.22
H  -3.311  -1.357  -0.159  0.24
C  -0.472  -3.104  -0.443  -0.72
C  -1.455  -2.488  -1.349  0.31
N  -2.232  -2.001  -2.065  -0.36
H  -0.197  -4.113  -0.770  0.24
H  0.452  -2.518  -0.390  0.26
H  -0.860  -3.189  0.578  0.28
C  -1.297  -7.141  -0.621  -0.74
C  -1.735  -6.121  0.346  0.31
N  -2.081  -5.315  1.110  -0.36
H  -0.494  -6.770  -1.266  0.24
H  -0.921  -8.039  -0.120  0.26
H  -2.117  -7.456  -1.276  0.28
C  -4.822  -6.834  -3.407  -0.73
C  -4.303  -7.630  -2.282  0.32
N  -3.893  -8.259  -1.393  -0.36
H  -5.055  -7.462  -4.273  0.26
H  -5.740  -6.302  -3.137  0.26
H  -4.098  -6.082  -3.738  0.26

***

> Which value of maximum force does entry 4 give?

2.541 eV/A